<i>
The following is a quantum chemistry calculation of a molecular structure, C2H2N2O2, from the OMol25 dataset.

Structure (XYZ):
```
8
Properties=species:S:1:pos:R:3
C 0.6577 -0.2011 -0.0715
C -1.3103 0.3453 -0.0265
H 2.3446 0.5643 0.0742
H -2.2296 0.9491 0.1172
N -0.0878 0.8988 -0.0456
N -1.3595 -0.9577 -0.0200
O 2.0003 -0.3061 -0.0067
O -0.0153 -1.2925 -0.0210
```

Values from the calculation:
- Gap between HOMO and LUMO: 10.9 eV

Mulliken atomic charges, in units of e: number 1, C, carries 0.726; number 2, C, carries -0.033; number 3, H, carries 0.347; number 4, H, carries 0.355; number 5, N, carries -0.546; number 6, N, carries -0.302; number 7, O, carries -0.441; number 8, O, carries -0.106

<ii>
The following is a quantum chemistry calculation of C2H2N2O2 in the gas phase, from the OMol25 dataset.

Structure (XYZ):
```
8
Properties=species:S:1:pos:R:3
C 0.8175 0.0405 -0.0202
C -0.1334 1.1596 0.0023
H 0.1624 2.2113 -0.0518
H -1.9299 -1.0942 0.5138
N -1.3474 0.7156 0.0374
N -1.2953 -0.6216 -0.1190
O 2.0116 -0.0344 0.0232
O 0.0086 -1.0876 0.0038
```

Values from the calculation:
- SMILES: O=c1cn[nH]o1
- Gap between HOMO and LUMO: 10.2 eV

Mulliken atomic charges, in units of e: number 1, C, carries 0.618; number 2, C, carries -0.198; number 3, H, carries 0.390; number 4, H, carries 0.265; number 5, N, carries -0.413; number 6, N, carries 0.065; number 7, O, carries -0.531; number 8, O, carries -0.197

Last place for stability: <ii>

<i>
The following is a quantum chemistry calculation of a molecular structure, C2H2N2O2, from the OMol25 dataset.

Structure (XYZ):
```
8
Properties=species:S:1:pos:R:3
C 0.6693 0.0928 -0.0110
C -1.3111 0.4847 -0.0333
H 2.2136 -0.8534 0.1001
H -2.2543 0.9744 -0.0241
N -0.0995 1.1263 0.0157
N -1.3014 -0.8190 -0.0006
O 2.0003 0.0889 -0.0319
O 0.0832 -1.0947 -0.0150
```

Values from the calculation:
- Gap between HOMO and LUMO: 10.9 eV

Mulliken atomic charges, in units of e: number 1, C, carries 0.699; number 2, C, carries -0.043; number 3, H, carries 0.348; number 4, H, carries 0.397; number 5, N, carries -0.485; number 6, N, carries -0.281; number 7, O, carries -0.447; number 8, O, carries -0.189

<ii>
The following is a quantum chemistry calculation of C2H2N2O2 in the gas phase, from the OMol25 dataset.

Structure (XYZ):
```
8
Properties=species:S:1:pos:R:3
C 0.6181 0.1278 -0.1045
C -1.3896 -0.5565 0.0751
H 2.0543 -0.8691 0.2191
H -2.4183 -1.2330 0.3487
N -0.0278 1.1674 -0.0714
N -1.3115 0.6804 0.0598
O 1.8801 -0.0338 0.1219
O -0.0842 -0.9988 -0.1606
```

Values from the calculation:
- SMILES: Oc1nnco1
- Gap between HOMO and LUMO: 10.8 eV

Mulliken atomic charges, in units of e: number 1, C, carries 0.716; number 2, C, carries 0.086; number 3, H, carries 0.288; number 4, H, carries 0.299; number 5, N, carries -0.412; number 6, N, carries -0.231; number 7, O, carries -0.406; number 8, O, carries -0.340

Last place for stability: <ii>

<i>
The following is a quantum chemistry calculation of a molecular structure, C29H37N2RhS3Si, from the OMol25 dataset.

Structure (XYZ):
```
73
Properties=species:S:1:pos:R:3
Rh -0.1275 0.1946 -0.6501
C 1.5347 -2.3653 -2.6873
C 0.9488 -1.1467 -3.3200
C 1.1725 -0.8074 -4.6403
C 0.6131 0.3613 -5.1757
C -0.1865 1.1787 -4.4122
C -0.4212 0.7485 -3.0926
N 0.1387 -0.3714 -2.5764
N -1.1271 1.4095 -2.1557
Si -2.2522 2.7033 -2.2338
C -3.5790 2.3125 -0.9657
C -3.1125 2.8169 -3.8986
C -1.4245 4.3426 -1.8613
H 2.0605 -2.9644 -3.4281
H 0.7500 -2.9600 -2.2198
H 2.2330 -2.0835 -1.8996
H 1.7947 -1.4492 -5.2471
H 0.8330 0.6235 -6.2042
H -0.6017 2.1064 -4.7708
H -3.1623 1.7833 -0.1077
H -4.3137 1.6370 -1.4110
H -4.1125 3.1981 -0.6113
H -3.3626 1.8237 -4.2785
H -2.5117 3.3254 -4.6550
H -4.0442 3.3786 -3.7929
H -0.9291 4.3258 -0.8872
H -2.1417 5.1674 -1.8655
H -0.6607 4.5602 -2.6126
C -2.0316 2.0565 3.0739
C -1.3647 2.8590 1.9601
S 0.0274 2.1574 1.0486
C 1.3148 2.0934 2.3263
C 1.2298 1.0942 3.4889
S 1.0496 -0.6104 2.9335
C -0.3234 -1.3261 3.8670
C -1.5593 -0.4797 4.1396
S -2.3477 0.3097 2.7041
H -2.9747 2.5517 3.3113
H -1.4239 2.0966 3.9738
H -1.0171 3.8109 2.3695
H -2.0847 3.1014 1.1815
H 1.3521 3.1031 2.7438
H 2.2381 1.9430 1.7641
H 0.4242 1.3565 4.1699
H 2.1597 1.1945 4.0524
H 0.0302 -1.7188 4.8227
H -0.5904 -2.1779 3.2384
H -1.3454 0.3022 4.8679
H -2.3056 -1.1263 4.6037
C -0.1769 -1.6207 0.1764
C -0.0871 -2.7543 0.6093
C -0.1191 -4.0665 1.1876
C -1.3060 -4.8051 1.2300
C -1.3265 -6.0722 1.7894
C -0.1662 -6.6283 2.3120
C 1.0164 -5.9028 2.2759
C 1.0419 -4.6325 1.7222
H -2.2074 -4.3703 0.8185
H -2.2539 -6.6305 1.8137
H -0.1844 -7.6202 2.7447
H 1.9254 -6.3279 2.6826
H 1.9628 -4.0632 1.7016
C 4.5382 1.1025 -0.5068
C 3.6352 1.9419 -1.1418
C 2.2839 1.6164 -1.1877
C 1.8244 0.4467 -0.5858
C 2.7349 -0.4086 0.0294
C 4.0843 -0.0766 0.0689
H 5.5886 1.3611 -0.4686
H 3.9774 2.8587 -1.6066
H 1.5845 2.2812 -1.6840
H 2.3814 -1.3226 0.4822
H 4.7824 -0.7465 0.5571
```

Values from the calculation:
- Gap between HOMO and LUMO: 7.8 eV

Mulliken atomic charges, in units of e: number 1, Rh, carries -0.131; number 2, C, carries -1.266; number 3, C, carries 0.977; number 4, C, carries -0.902; number 5, C, carries -0.543; number 6, C, carries -0.639; number 7, C, carries 0.990; number 8, N, carries -0.001; number 9, N, carries -0.253; number 10, Si, carries -0.259; number 11, C, carries -0.694; number 12, C, carries -1.292; number 13, C, carries -0.909; number 14, H, carries 0.449; number 15, H, carries 0.191; number 16, H, carries 0.147; number 17, H, carries 0.390; number 18, H, carries 0.406; number 19, H, carries 0.348; number 20, H, carries -0.065; number 21, H, carries 0.339; number 22, H, carries 0.374; number 23, H, carries 0.374; number 24, H, carries 0.337; number 25, H, carries 0.392; number 26, H, carries 0.242; number 27, H, carries 0.410; number 28, H, carries 0.326; number 29, C, carries -1.022; number 30, C, carries -0.698; number 31, S, carries 0.339; number 32, C, carries -1.125; number 33, C, carries -0.897; number 34, S, carries 0.106; number 35, C, carries -0.309; number 36, C, carries -0.971; number 37, S, carries -0.073; number 38, H, carries 0.499; number 39, H, carries 0.390; number 40, H, carries 0.599; number 41, H, carries 0.142; number 42, H, carries 0.675; number 43, H, carries 0.228; number 44, H, carries 0.279; number 45, H, carries 0.545; number 46, H, carries 0.483; number 47, H, carries 0.047; number 48, H, carries 0.457; number 49, H, carries 0.508; number 50, C, carries -1.252; number 51, C, carries 0.346; number 52, C, carries 0.304; number 53, C, carries -0.409; number 54, C, carries -0.520; number 55, C, carries -0.446; number 56, C, carries -0.665; number 57, C, carries -0.109; number 58, H, carries 0.442; number 59, H, carries 0.392; number 60, H, carries 0.383; number 61, H, carries 0.395; number 62, H, carries 0.426; number 63, C, carries -0.714; number 64, C, carries -0.674; number 65, C, carries 0.214; number 66, C, carries 0.930; number 67, C, carries -0.241; number 68, C, carries -0.739; number 69, H, carries 0.365; number 70, H, carries 0.426; number 71, H, carries 0.308; number 72, H, carries 0.461; number 73, H, carries 0.438

<ii>
The following is a quantum chemistry calculation of a molecular structure, C29H37N2RhS3Si, from the OMol25 dataset.

Structure (XYZ):
```
73
Properties=species:S:1:pos:R:3
Rh 0.1446 0.4311 0.0787
C 2.7133 1.8657 -2.4055
C 2.8272 0.4357 -1.9742
C 3.8736 -0.3637 -2.3996
C 3.9110 -1.6885 -1.9563
C 2.9449 -2.1757 -1.1133
C 1.9152 -1.3028 -0.6907
N 1.8857 -0.0291 -1.1595
N 0.8968 -1.5396 0.1541
Si 0.6450 -3.0740 0.9196
C -0.9845 -3.0936 1.8298
C 2.0048 -3.3594 2.1926
C 0.7299 -4.5168 -0.2929
H 3.0791 2.0000 -3.4228
H 3.3123 2.5059 -1.7537
H 1.6725 2.1902 -2.3517
H 4.6283 0.0286 -3.0633
H 4.7114 -2.3409 -2.2835
H 2.9677 -3.1991 -0.7726
H -1.1889 -2.1206 2.2725
H -0.9678 -3.8349 2.6279
H -1.8130 -3.3409 1.1606
H 2.1378 -2.4777 2.8216
H 2.9657 -3.5758 1.7261
H 1.7586 -4.2007 2.8418
H 0.9380 -4.1683 -1.3040
H -0.2079 -5.0668 -0.3168
H 1.5200 -5.2170 -0.0156
C 1.9956 1.7945 3.4388
C 1.0234 0.6298 3.5623
S -0.3528 0.4729 2.4039
C -1.2744 2.0036 2.5999
C -0.7320 3.2074 1.8296
S 0.0279 2.8045 0.2185
C 1.5343 3.7886 0.2981
C 2.6212 3.5418 1.3549
S 2.9272 1.8426 1.8798
H 2.7100 1.7267 4.2615
H 1.4609 2.7348 3.5622
H 0.5791 0.6409 4.5614
H 1.5534 -0.3192 3.4601
H -1.3914 2.2602 3.6551
H -2.2634 1.7454 2.2202
H 0.0046 3.7550 2.4143
H -1.5568 3.8948 1.6310
H 1.1921 4.8228 0.3882
H 1.9507 3.6939 -0.7016
H 2.4170 4.1413 2.2423
H 3.5611 3.9233 0.9539
C -1.7633 0.5669 -1.0826
C -2.1209 -0.6176 -0.9990
C -2.6050 -1.9663 -0.9549
C -3.6833 -2.2953 -0.1274
C -4.1903 -3.5822 -0.1317
C -3.6310 -4.5460 -0.9656
C -2.5652 -4.2204 -1.7947
C -2.0465 -2.9351 -1.7890
H -4.1088 -1.5410 0.5209
H -5.0195 -3.8362 0.5137
H -4.0286 -5.5522 -0.9697
H -2.1269 -4.9693 -2.4408
H -1.2106 -2.6721 -2.4210
C -2.8254 4.3422 -2.7090
C -1.8349 3.5760 -3.3130
C -1.4843 2.3454 -2.7852
C -2.1336 1.8610 -1.6515
C -3.1345 2.6229 -1.0550
C -3.4757 3.8596 -1.5823
H -3.0910 5.3074 -3.1179
H -1.3285 3.9404 -4.1973
H -0.7006 1.7517 -3.2390
H -3.6435 2.2402 -0.1795
H -4.2567 4.4429 -1.1126
```

Values from the calculation:
- Gap between HOMO and LUMO: 6.3 eV

Mulliken atomic charges, in units of e: number 1, Rh, carries -0.687; number 2, C, carries -1.050; number 3, C, carries 0.470; number 4, C, carries -0.856; number 5, C, carries -0.752; number 6, C, carries -0.956; number 7, C, carries 0.821; number 8, N, carries 0.343; number 9, N, carries 0.614; number 10, Si, carries 0.224; number 11, C, carries -0.588; number 12, C, carries -1.124; number 13, C, carries -1.463; number 14, H, carries 0.539; number 15, H, carries 0.206; number 16, H, carries -0.097; number 17, H, carries 0.462; number 18, H, carries 0.432; number 19, H, carries 0.388; number 20, H, carries 0.087; number 21, H, carries 0.533; number 22, H, carries 0.003; number 23, H, carries 0.185; number 24, H, carries 0.296; number 25, H, carries 0.352; number 26, H, carries 0.391; number 27, H, carries 0.449; number 28, H, carries 0.486; number 29, C, carries -0.738; number 30, C, carries -0.578; number 31, S, carries 0.082; number 32, C, carries -1.045; number 33, C, carries -1.238; number 34, S, carries 0.352; number 35, C, carries -0.680; number 36, C, carries -1.048; number 37, S, carries 0.004; number 38, H, carries 0.505; number 39, H, carries 0.270; number 40, H, carries 0.588; number 41, H, carries -0.152; number 42, H, carries 0.594; number 43, H, carries 0.349; number 44, H, carries 0.476; number 45, H, carries 0.588; number 46, H, carries 0.545; number 47, H, carries 0.247; number 48, H, carries 0.463; number 49, H, carries 0.431; number 50, C, carries -0.423; number 51, C, carries -0.150; number 52, C, carries 0.748; number 53, C, carries -0.221; number 54, C, carries -0.639; number 55, C, carries -0.422; number 56, C, carries -0.721; number 57, C, carries -0.139; number 58, H, carries 0.393; number 59, H, carries 0.402; number 60, H, carries 0.393; number 61, H, carries 0.434; number 62, H, carries 0.478; number 63, C, carries -0.484; number 64, C, carries -0.742; number 65, C, carries 0.056; number 66, C, carries -0.201; number 67, C, carries 0.003; number 68, C, carries -0.685; number 69, H, carries 0.406; number 70, H, carries 0.408; number 71, H, carries 0.506; number 72, H, carries 0.462; number 73, H, carries 0.415

Last place for stability: <i>

<i>
The following is a quantum chemistry calculation of 2 unconnected molecules or ions with the total composition C3H8S, from the OMol25 dataset.

Structure (XYZ):
```
12
Properties=species:S:1:pos:R:3
C -1.0607 -0.5062 0.7991
C -0.4933 0.1204 -0.4373
C 0.7305 0.8971 -0.0111
S 2.1593 -0.0221 0.5322
H -2.0539 -0.6447 0.6678
H -0.6237 -1.4663 0.8260
H -0.7732 -0.0965 1.7526
H -1.1681 0.8142 -0.7864
H -0.3016 -0.5811 -1.2040
H 1.2740 0.9075 -2.5560
H 0.6873 1.9078 0.3282
H 1.6233 -1.3303 0.0889
```

Values from the calculation:
- Gap between HOMO and LUMO (spin up / spin down): 10.2 / 6.9 eV

Mulliken atomic charges, in units of e: number 1, C, carries -1.145; number 2, C, carries -0.578; number 3, C, carries -0.408; number 4, S, carries -0.201; number 5, H, carries 0.383; number 6, H, carries 0.370; number 7, H, carries 0.339; number 8, H, carries 0.331; number 9, H, carries 0.393; number 10, H, carries 0.007; number 11, H, carries 0.373; number 12, H, carries 0.135

<ii>
The following is a quantum chemistry calculation of 2 unconnected molecules or ions with the total composition C3H8S, from the OMol25 dataset.

Structure (XYZ):
```
12
Properties=species:S:1:pos:R:3
C 1.1279 -0.1529 -0.7937
C -0.2121 -0.6600 -0.2257
C -1.2857 0.2535 0.1210
S -1.7193 -1.0595 -1.1355
H 1.7515 0.1691 0.0797
H 1.6912 -0.7082 -1.5289
H 0.8504 0.7215 -1.3593
H 0.0425 0.6367 1.7205
H 0.0521 -1.4776 0.4886
H -1.9240 0.2354 1.0531
H -1.0908 1.2396 -0.2615
H 0.7162 0.8024 1.8417
```

Values from the calculation:
- SMILES: C[C@H]1CS1.[H][H]
- Gap between HOMO and LUMO: 9.8 eV

Mulliken atomic charges, in units of e: number 1, C, carries -0.933; number 2, C, carries 0.101; number 3, C, carries -0.915; number 4, S, carries -0.178; number 5, H, carries 0.209; number 6, H, carries 0.338; number 7, H, carries 0.306; number 8, H, carries -0.091; number 9, H, carries 0.328; number 10, H, carries 0.407; number 11, H, carries 0.328; number 12, H, carries 0.101

<iii>
The following is a quantum chemistry calculation of 2 unconnected molecules or ions with the total composition C3H8S, from the OMol25 dataset.

Structure (XYZ):
```
12
Properties=species:S:1:pos:R:3
C -0.1138 2.7839 -0.6787
S -0.2304 1.8212 0.9221
H -0.6798 3.7102 -0.6592
H 0.9420 2.9567 -0.8378
H -0.5740 2.0767 -1.3561
H -0.1968 2.0414 2.2545
C 0.5193 -2.0930 0.3650
C -0.2619 -3.0061 -0.1929
H 0.9832 -2.3093 1.3203
H 0.7257 -1.1324 -0.0843
H -0.1622 -4.0768 -0.0530
H -0.9514 -2.7726 -0.9999
```

Values from the calculation:
- SMILES: C=C.CS
- Gap between HOMO and LUMO: 9.6 eV

Mulliken atomic charges, in units of e: number 1, C, carries -0.607; number 2, S, carries -0.271; number 3, H, carries 0.306; number 4, H, carries 0.244; number 5, H, carries 0.224; number 6, H, carries 0.106; number 7, C, carries -0.346; number 8, C, carries -0.467; number 9, H, carries 0.204; number 10, H, carries 0.166; number 11, H, carries 0.223; number 12, H, carries 0.219

Last place for stability: <i>